(1)
Density functional theory data (the ωB97M-V functional and the def2-TZVPD basis) for C4H4O3 in the gas phase.

The geometry in XYZ format:
```
11
C4H4O3, DFT the ωB97M-V functional and the def2-TZVPD basis
C 1.674 -0.069 -0.196
C 0.391 -0.061 -0.704
C -0.596 0.974 -0.295
O -0.980 1.960 -0.883
C -1.448 0.308 0.785
O -2.544 0.196 1.189
O -0.378 -0.927 1.034
H 2.505 -0.175 -0.881
H 1.896 -0.411 0.807
H 0.414 -0.075 -1.796
H -0.934 -1.721 0.940
```

SMILES   C=CC(=O)C(=O)O
Multiplicity   1
HOMO energy   -9.053 eV
Frontier orbital gap   0.2930 Ha
LUMO level   -1.1 eV



(2)
Density functional theory data (the ωB97M-V functional and the def2-TZVPD basis) for 2 unconnected molecules or ions with the total composition C4H4O3.

The geometry in XYZ format:
```
11
C4H4O3, DFT the ωB97M-V functional and the def2-TZVPD basis
O -3.298 1.745 0.426
C -2.293 1.187 0.768
C -1.534 0.324 -0.132
O -0.573 -0.319 0.057
H -1.917 1.434 1.895
H -2.042 0.241 -1.139
C 1.559 -1.529 0.143
C 2.341 -0.692 -0.292
O 3.322 0.007 -0.792
H 0.788 -1.992 0.642
H 3.647 -0.406 -1.574
```

SMILES   O=CC=O.C#CO
Multiplicity   1
HOMO energy   -9.042 eV
Frontier orbital gap   0.2969 Ha
LUMO level   -1.0 eV



It comes down to (1), which is 0.512 eV more stable than the next structure.



(1)
Density functional theory data (the ωB97M-V functional and the def2-TZVPD basis) for C4H4O3 in the gas phase.

The geometry in XYZ format:
```
11
C4H4O3, DFT the ωB97M-V functional and the def2-TZVPD basis
O 0.715 2.102 -0.185
C 0.379 1.019 -0.099
O -0.329 0.374 -0.980
C -1.206 -0.700 -0.799
C -0.739 -1.569 0.033
C 0.303 -1.130 1.025
O 0.873 0.068 0.833
H -2.087 -0.959 -1.470
H -1.500 -2.466 0.168
H 1.101 -1.716 0.925
H -0.012 -0.922 2.066
```

SMILES   O=C1OC=CCO1
Multiplicity   1
HOMO energy   -9.914 eV
Frontier orbital gap   0.3899 Ha
LUMO level   0.7 eV



(2)
Density functional theory data (the ωB97M-V functional and the def2-TZVPD basis) for a molecular structure, C4H4O3.

The geometry in XYZ format:
```
11
C4H4O3, DFT the ωB97M-V functional and the def2-TZVPD basis
C 0.010 0.117 1.493
C 0.740 0.724 0.554
C -0.628 -0.791 0.607
C 0.116 -0.035 -0.617
O -1.287 -1.842 0.533
O -0.854 0.618 -1.381
O 1.051 -0.755 -1.307
H -0.190 0.230 2.463
H 1.542 1.414 0.613
H -1.361 1.080 -0.756
H 0.861 -0.761 -2.202
```

Multiplicity   1
HOMO energy   -9.013 eV
Frontier orbital gap   0.3343 Ha
LUMO level   0.1 eV



It comes down to (2), which is 0.111 eV more stable than the next structure.



(1)
Density functional theory data (the ωB97M-V functional and the def2-TZVPD basis) for a molecular structure, C4H4O3.

The geometry in XYZ format:
```
11
C4H4O3, DFT the ωB97M-V functional and the def2-TZVPD basis
O -0.194 1.833 0.608
C -0.707 1.050 -0.362
C -0.220 -0.295 -0.117
C -0.455 -1.435 0.747
O -0.574 -1.511 -0.689
C 0.953 0.484 -0.561
O 1.405 1.540 0.138
H -1.323 1.470 -1.150
H 0.391 -1.975 1.166
H -1.395 -1.493 1.293
H 1.642 0.060 -1.293
```

Multiplicity   1
HOMO energy (spin up / spin down)   -8.934 / -8.776 eV
Frontier orbital gap (spin up / spin down)   0.2816 / 0.2841 Ha
LUMO level (spin up / spin down)   -1.3 / -1.0 eV



(2)
Density functional theory data (the ωB97M-V functional and the def2-TZVPD basis) for C4H4O3 in the gas phase.

The geometry in XYZ format:
```
11
C4H4O3, DFT the ωB97M-V functional and the def2-TZVPD basis
C -1.616 0.377 -0.468
C -0.394 -0.481 -0.321
O -0.152 -1.478 -0.960
C 0.616 -0.105 0.769
O 0.308 0.064 1.924
C 2.064 0.056 0.310
O 2.304 0.659 -0.707
H -2.226 0.317 0.439
H -2.194 0.044 -1.332
H -1.316 1.424 -0.595
H 2.845 -0.323 0.993
```

SMILES   CC(=O)C(=O)C=O
Multiplicity   1
HOMO energy   -9.839 eV
Frontier orbital gap   0.3346 Ha
LUMO level   -0.7 eV



(3)
Density functional theory data (the ωB97M-V functional and the def2-TZVPD basis) for a molecular structure, C4H4O3.

The geometry in XYZ format:
```
11
C4H4O3, DFT the ωB97M-V functional and the def2-TZVPD basis
O -1.077 2.231 -2.139
C -0.524 1.696 -1.303
O -1.960 0.021 -0.283
C -1.153 -0.012 0.656
C 0.253 -0.271 0.502
C 1.462 -0.689 -0.170
O 1.384 -0.207 1.219
H -0.683 -1.264 0.915
H -1.372 0.295 1.696
H 2.036 -0.042 -0.834
H 1.634 -1.759 -0.260
```

Multiplicity   1
HOMO energy   -9.487 eV
Frontier orbital gap   0.3715 Ha
LUMO level   0.6 eV



(4)
Density functional theory data (the ωB97M-V functional and the def2-TZVPD basis) for C4H4O3 in the gas phase.

The geometry in XYZ format:
```
11
C4H4O3, DFT the ωB97M-V functional and the def2-TZVPD basis
O -0.806 0.229 1.890
C 0.164 -0.260 1.376
C 0.333 0.023 -0.100
C -0.618 -1.111 -0.494
O -1.672 -1.234 0.080
C 0.477 1.339 -0.745
O 1.518 0.355 -0.782
H 0.662 -1.118 1.874
H -0.236 -1.880 -1.172
H 0.019 1.546 -1.717
H 0.665 2.225 -0.130
```

SMILES   O=CC1(C=O)CO1
Multiplicity   1
HOMO energy   -9.700 eV
Frontier orbital gap   0.3519 Ha
LUMO level   -0.1 eV



It comes down to (2), which is 2.009 eV more stable than the next structure.



(1)
Density functional theory data (the ωB97M-V functional and the def2-TZVPD basis) for 2 unconnected molecules or ions with the total composition C4H4O3.

The geometry in XYZ format:
```
11
C4H4O3, DFT the ωB97M-V functional and the def2-TZVPD basis
O 1.481 -1.646 1.679
C 1.458 -0.578 1.201
C 1.404 0.645 0.698
O 1.315 0.870 -0.662
H 1.529 1.481 1.380
H 0.367 0.872 -0.887
C -1.663 0.190 -0.789
C -1.236 -1.033 -0.535
O -0.832 -2.101 -0.323
H -1.882 0.854 0.039
H -1.942 0.447 -1.803
```

SMILES   O=C=CO.C=C=O
Multiplicity   1
HOMO energy   -8.880 eV
Frontier orbital gap   0.3453 Ha
LUMO level   0.5 eV



(2)
Density functional theory data (the ωB97M-V functional and the def2-TZVPD basis) for C4H4O3 in the gas phase.

The geometry in XYZ format:
```
11
C4H4O3, DFT the ωB97M-V functional and the def2-TZVPD basis
C 0.274 0.212 -1.755
C 0.240 0.733 -0.311
O 0.570 1.830 0.075
C -0.194 -0.389 0.650
O -0.391 -1.476 0.156
C -0.365 -0.361 2.169
O -0.830 0.537 2.818
H 0.519 -0.856 -1.861
H 1.005 0.801 -2.301
H -0.715 0.331 -2.221
H -0.114 -1.361 2.580
```

SMILES   CC(=O)C(=O)C=O
Multiplicity   1
HOMO energy   -9.853 eV
Frontier orbital gap   0.3162 Ha
LUMO level   -1.2 eV



(3)
Density functional theory data (the ωB97M-V functional and the def2-TZVPD basis) for C4H4O3 in the gas phase.

The geometry in XYZ format:
```
11
C4H4O3, DFT the ωB97M-V functional and the def2-TZVPD basis
O -1.945 0.802 0.780
C -0.835 1.146 0.373
C 0.108 0.141 -0.038
C -0.248 -1.254 0.387
O -0.089 -1.972 -0.656
C 1.299 0.377 -0.859
O 1.719 1.503 -1.027
H -0.530 2.199 0.363
H 0.052 -1.620 1.386
H -1.355 -0.794 0.512
H 1.823 -0.526 -1.221
```

Multiplicity   1
HOMO energy (spin up / spin down)   -10.170 / -10.316 eV
Frontier orbital gap (spin up / spin down)   0.3014 / 0.2844 Ha
LUMO level (spin up / spin down)   -2.0 / -2.6 eV



It comes down to (2), which is 1.263 eV more stable than the next structure.



(1)
Density functional theory data (the ωB97M-V functional and the def2-TZVPD basis) for 2 unconnected molecules or ions with the total composition C4H4O3.

The geometry in XYZ format:
```
11
C4H4O3, DFT the ωB97M-V functional and the def2-TZVPD basis
C 0.914 -1.383 -0.266
C -0.258 -0.867 0.152
C 1.584 -0.054 -0.283
C 0.236 0.534 0.149
O 2.672 0.378 -0.493
O -0.513 1.153 -1.541
O 0.014 1.510 1.008
H 1.254 -2.370 -0.512
H -1.221 -1.285 0.376
H 0.057 1.896 -1.743
H -0.929 1.588 1.211
```

Multiplicity   1
HOMO energy   -9.874 eV
Frontier orbital gap   0.3620 Ha
LUMO level   0.0 eV



(2)
Density functional theory data (the ωB97M-V functional and the def2-TZVPD basis) for C4H4O3 in the gas phase.

The geometry in XYZ format:
```
11
C4H4O3, DFT the ωB97M-V functional and the def2-TZVPD basis
O -0.507 1.460 -1.679
C -0.732 0.769 -0.717
O -1.971 0.487 -0.129
C -1.363 -0.322 0.921
C -0.064 -0.013 0.290
C 2.019 -0.299 -0.383
O 1.201 -0.251 0.618
H -1.703 -1.363 0.866
H -1.551 0.099 1.908
H 3.084 -0.176 -0.345
H 1.587 -0.392 -1.351
```

Multiplicity   1
HOMO energy (spin up / spin down)   -8.664 / -8.378 eV
Frontier orbital gap (spin up / spin down)   0.3178 / 0.2741 Ha
LUMO level (spin up / spin down)   0.0 / -0.9 eV



(3)
Density functional theory data (the ωB97M-V functional and the def2-TZVPD basis) for C4H4O3 in the gas phase.

The geometry in XYZ format:
```
11
C4H4O3, DFT the ωB97M-V functional and the def2-TZVPD basis
O -2.416 -0.343 -0.321
C -1.236 -0.404 -0.471
O -0.529 -0.916 -1.534
C 0.759 -0.657 -0.910
C -0.002 -0.012 0.274
C 0.219 1.113 1.312
O 0.326 -0.252 1.594
H 1.401 -0.057 -1.562
H 1.257 -1.598 -0.641
H -0.684 1.615 1.674
H 0.905 1.512 0.585
```

SMILES   O=C1OC[C@@]12CO2
Multiplicity   1
HOMO energy   -10.578 eV
Frontier orbital gap   0.4177 Ha
LUMO level   0.8 eV



It comes down to (3), which is 0.315 eV more stable than the next structure.



(1)
Density functional theory data (the ωB97M-V functional and the def2-TZVPD basis) for C4H4O3 in the gas phase.

The geometry in XYZ format:
```
11
C4H4O3, DFT the ωB97M-V functional and the def2-TZVPD basis
C -1.605 0.280 -0.546
C -0.485 -0.658 -0.173
O -0.472 -1.842 -0.423
C 0.627 -0.077 0.707
O 0.332 0.262 1.832
C 2.078 0.104 0.252
O 2.465 1.211 -0.032
H -2.422 0.163 0.176
H -1.986 0.009 -1.533
H -1.282 1.325 -0.533
H 2.750 -0.776 0.272
```

SMILES   CC(=O)C(=O)C=O
Multiplicity   1
HOMO energy   -9.733 eV
Frontier orbital gap   0.3470 Ha
LUMO level   -0.3 eV



(2)
Density functional theory data (the ωB97M-V functional and the def2-TZVPD basis) for C4H4O3 in the gas phase.

The geometry in XYZ format:
```
11
C4H4O3, DFT the ωB97M-V functional and the def2-TZVPD basis
O -2.586 -1.250 -0.144
C -1.479 -0.952 0.020
C -0.284 -0.490 0.077
C 0.984 -1.175 0.416
O 2.162 -0.848 0.224
C -0.108 0.937 -0.454
O -0.033 1.984 0.403
H 0.644 -2.206 0.842
H -1.029 1.083 -1.163
H 0.841 0.886 -1.035
H 0.888 2.031 0.816
```

SMILES   O=C=C(C=O)CO
Multiplicity   1
HOMO energy   -10.084 eV
Frontier orbital gap   0.3759 Ha
LUMO level   0.1 eV



(3)
Density functional theory data (the ωB97M-V functional and the def2-TZVPD basis) for C4H4O3 in the gas phase.

The geometry in XYZ format:
```
11
C4H4O3, DFT the ωB97M-V functional and the def2-TZVPD basis
C 1.062 -1.182 -0.691
C 0.740 0.287 -0.499
O 1.454 1.198 -0.830
C -0.442 0.535 0.501
O 0.131 0.366 1.557
C -1.939 0.945 0.711
O -2.707 0.163 1.207
H 2.073 -1.434 -0.351
H 1.017 -1.385 -1.764
H 0.345 -1.821 -0.171
H -2.213 2.008 0.566
```

SMILES   CC(=O)C(=O)C=O
Multiplicity   1
HOMO energy   -9.645 eV
Frontier orbital gap   0.3471 Ha
LUMO level   -0.2 eV



It comes down to (1), which is 0.515 eV more stable than the next structure.